Record 1
Entry from OMol25: the ion C25H25O2S with charge +1 at a distorted geometry (the ωB97M-V functional and the def2-TZVPD basis).

Geometry as XYZ:
```
53
C25H25O2S (the ωB97M-V functional and the def2-TZVPD basis)
C 4.760 -0.230 0.496
C 3.537 -0.629 1.307
O 2.385 -0.057 0.635
C 1.314 -0.429 1.340
C 0.096 0.351 0.984
S -0.948 0.357 2.383
C -0.038 0.360 3.979
C -1.153 2.180 2.358
O 1.407 -1.259 2.250
H 5.641 -0.811 0.782
H 4.560 -0.407 -0.579
H 5.004 0.823 0.633
H 3.450 -1.742 1.325
H 3.636 -0.233 2.342
H 0.255 1.457 0.713
H 0.580 -0.569 4.074
H 0.588 1.291 4.121
H -0.901 0.368 4.690
H -1.479 2.541 1.360
H -1.963 2.273 3.116
H -0.208 2.700 2.706
C -0.701 -0.029 -0.486
C -1.759 0.988 -0.566
C -2.884 0.982 0.327
C -3.851 2.006 0.285
C -3.764 2.978 -0.706
C -2.693 3.014 -1.598
C -1.721 2.005 -1.539
C 0.498 0.064 -1.353
C 0.948 -1.275 -1.564
C 1.913 -1.546 -2.509
C 2.605 -0.473 -3.107
C 2.289 0.859 -2.739
C 1.215 1.116 -1.870
C -0.065 -2.205 -1.045
C -1.149 -1.449 -0.513
C -2.372 -2.034 -0.236
C -2.567 -3.380 -0.532
C -1.530 -4.121 -1.168
C -0.295 -3.503 -1.440
H -2.987 0.160 1.051
H -4.722 1.906 0.984
H -4.554 3.749 -0.726
H -2.685 3.751 -2.431
H -0.964 1.961 -2.335
H 2.123 -2.582 -2.837
H 3.430 -0.634 -3.807
H 2.785 1.703 -3.231
H 0.935 2.141 -1.630
H -3.216 -1.423 0.123
H -3.559 -3.823 -0.410
H -1.712 -5.184 -1.385
H 0.484 -4.056 -2.022
```

As for the gap between HOMO and LUMO: 8.066 eV. Its highest occupied orbital energy is -11.05 eV. The net charge is +1.

Record 2
Entry from OMol25: an isolated molecule of C4H10N2O at a distorted geometry (the ωB97M-V functional and the def2-TZVPD basis).

Geometry as XYZ:
```
17
C4H10N2O (the ωB97M-V functional and the def2-TZVPD basis)
H 0.047 0.131 2.347
N -0.167 -0.110 1.511
C 0.804 0.243 0.591
N 2.169 0.395 0.830
O 0.524 0.428 -0.637
C -0.654 -0.072 -1.046
C -0.727 -1.624 -0.640
C -1.889 0.786 -0.571
H 2.751 0.924 0.034
H 2.514 -0.039 1.790
H -0.430 0.138 -2.129
H -1.526 -1.937 -1.295
H -0.815 -1.997 0.403
H 0.444 -1.860 -1.077
H -1.888 1.933 -0.931
H -2.757 0.479 -1.145
H -1.746 0.815 0.705
```

As for the gap between HOMO and LUMO: 9.404 eV. Its highest occupied orbital energy is -8.66 eV. Its structure (SMILES) is [H]/N=C(\N)OC(C)C. The net charge is 0.

Record 3
Entry from OMol25: an isolated molecule of C16H12O7 at a distorted geometry (the ωB97M-V functional and the def2-TZVPD basis).

Geometry as XYZ:
```
35
C16H12O7 (the ωB97M-V functional and the def2-TZVPD basis)
C -4.109 2.246 2.258
O -2.873 1.546 2.090
C -2.840 0.198 2.208
O -3.858 -0.533 2.255
C -1.521 -0.561 2.318
O -0.972 -0.397 3.673
C -1.434 -1.691 3.285
C -0.164 -2.571 3.174
C 0.845 -2.307 2.171
C 0.618 -1.317 1.159
O 1.557 -1.367 0.234
C 1.431 -0.553 -0.831
C 2.421 -0.701 -1.732
C 2.453 0.113 -2.854
C 3.539 0.087 -3.869
O 4.517 1.142 -3.617
C 1.423 0.999 -3.112
C 0.393 1.178 -2.174
O -0.515 2.057 -2.504
C 0.402 0.393 -0.999
C -0.718 0.365 -0.104
O -1.792 0.837 -0.520
C -0.511 -0.570 1.085
H -4.257 2.358 3.342
H -4.235 3.188 1.758
H -4.924 1.704 1.682
H -2.294 -2.013 3.873
H 0.012 -3.305 3.945
H 1.747 -2.889 2.385
H 3.225 -1.427 -1.516
H 4.076 -0.882 -3.857
H 3.107 0.128 -4.838
H 5.128 1.183 -4.353
H 1.413 1.613 -3.992
H -1.288 1.746 -2.022
```

As for the gap between HOMO and LUMO: 8.065 eV. Its highest occupied orbital energy is -8.69 eV. Its structure (SMILES) is COC(=O)[C@@]12O[C@@H]1C=Cc1oc3cc(CO)cc(O)c3c(=O)c12. The net charge is 0.

Record 4
Entry from OMol25: a structure of composition C4H4N2O2 at a distorted geometry (the ωB97M-V functional and the def2-TZVPD basis).

Geometry as XYZ:
```
12
C4H4N2O2 (the ωB97M-V functional and the def2-TZVPD basis)
C 0.334 -0.703 -0.091
C -0.577 0.464 -0.175
C -0.162 1.877 -0.160
C -1.958 0.190 -0.120
H 3.164 0.556 -0.716
H 2.116 -1.526 0.763
H 0.972 2.169 -0.107
H -0.829 2.623 0.009
N 1.810 -0.757 0.107
N -3.030 -0.092 0.350
O 2.354 0.714 0.239
O -0.192 -1.819 -0.223
```

As for the gap between HOMO and LUMO: 9.182 eV. Its highest occupied orbital energy is -10.20 eV. The net charge is 0.

Record 5
Entry from OMol25: a cluster of 5 separate species, C25H43N5Si in total (the ωB97M-V functional and the def2-TZVPD basis).

Geometry as XYZ:
```
74
C25H43N5Si (the ωB97M-V functional and the def2-TZVPD basis)
C -4.526 1.929 -0.922
C -4.791 1.046 -2.141
C -3.647 0.015 -2.359
C -4.066 -1.432 -1.995
Si -2.893 0.135 -4.095
C -1.082 0.606 -3.947
C -0.109 -0.330 -3.607
C 1.204 0.081 -3.442
N 1.627 1.333 -3.583
C 0.700 2.222 -3.929
C -0.637 1.911 -4.127
H -5.327 2.653 -0.779
H -4.461 1.317 -0.022
H -3.578 2.453 -1.034
H -4.892 1.701 -3.006
H -5.723 0.503 -1.999
H -2.844 0.294 -1.674
H -3.331 -1.886 -1.332
H -4.176 -2.068 -2.871
H -5.011 -1.436 -1.453
H -3.578 1.198 -4.868
H -3.002 -1.156 -4.807
H -0.363 -1.370 -3.450
H 1.953 -0.653 -3.175
H 1.032 3.244 -4.052
H -1.323 2.698 -4.410
C -5.338 -5.275 -2.045
C -4.288 -6.377 -2.109
C -2.860 -5.841 -1.954
C -2.493 -4.939 -3.043
N -2.224 -4.210 -3.887
H -5.211 -4.559 -2.858
H -6.341 -5.695 -2.124
H -5.277 -4.728 -1.102
H -4.372 -6.915 -3.054
H -4.465 -7.102 -1.312
H -2.144 -6.664 -1.930
H -2.761 -5.302 -1.010
C 1.696 -0.360 -0.066
C 1.894 0.288 1.298
C 1.412 -0.597 2.452
C -0.027 -0.851 2.386
N -1.156 -1.055 2.330
H 0.638 -0.538 -0.272
H 2.085 0.282 -0.854
H 2.219 -1.318 -0.120
H 1.369 1.244 1.325
H 2.952 0.502 1.460
H 1.646 -0.130 3.408
H 1.940 -1.551 2.436
C 6.857 0.752 1.787
C 7.063 1.410 3.145
C 6.654 0.507 4.313
C 5.220 0.228 4.285
N 4.094 0.011 4.266
H 5.806 0.511 1.620
H 7.174 1.421 0.987
H 7.436 -0.170 1.704
H 6.490 2.338 3.197
H 8.114 1.679 3.269
H 6.886 0.988 5.264
H 7.205 -0.435 4.286
C 0.282 4.474 2.895
C 0.673 3.398 3.900
C 1.869 3.798 4.771
C 3.086 3.994 3.985
N 4.047 4.135 3.373
H 1.092 4.671 2.191
H -0.589 4.162 2.320
H 0.035 5.410 3.399
H 0.905 2.470 3.377
H -0.169 3.186 4.561
H 2.066 3.026 5.517
H 1.652 4.721 5.312
```

As for the gap between HOMO and LUMO: 10.176 eV. Its highest occupied orbital energy is -9.47 eV. Its structure (SMILES) is CC[C@@H](C)[SiH2]c1ccncc1.CCCC#N.CCCC#N.CCCC#N.CCCC#N. The net charge is 0.

Record 6
Entry from OMol25: a structure of composition C4H6GdMgO5 at a distorted geometry (the ωB97M-V functional and the def2-TZVPD basis).

Geometry as XYZ:
```
17
C4H6GdMgO5 (the ωB97M-V functional and the def2-TZVPD basis)
C -1.860 -0.595 -2.665
O -2.271 0.345 -2.000
O -1.968 -0.826 -3.822
Mg -3.471 1.776 -3.155
O 0.752 2.190 1.811
O 0.772 0.279 -0.935
C 0.606 -0.983 -0.523
C 1.126 -0.946 0.926
O 0.306 -0.042 1.658
C 0.945 1.018 2.456
Gd -0.282 1.776 0.120
H -0.215 -1.298 -1.790
H -0.074 -1.856 -0.404
H 2.173 -0.597 0.942
H 1.020 -1.949 1.368
H 0.433 0.974 3.435
H 2.008 0.734 2.578
```

Its spin multiplicity is 9. As for the gap between HOMO and LUMO (alpha / beta): 5.107 / 7.578 eV. Its highest occupied orbital energy (alpha / beta) is -15.02 / -17.80 eV. The net charge is +2.

Record 7
Entry from OMol25: a cluster of 2 separate species, C4H12O in total at a distorted geometry (the ωB97M-V functional and the def2-TZVPD basis).

Geometry as XYZ:
```
17
C4H12O (the ωB97M-V functional and the def2-TZVPD basis)
C 1.163 -1.806 3.068
C 0.055 -2.492 2.287
O -0.355 -1.606 1.221
H 2.119 -1.729 2.561
H 1.186 -2.141 4.134
H 0.948 -0.746 3.184
H 0.485 -3.379 1.842
H -0.801 -2.558 2.950
H -0.639 -2.072 0.425
C -0.876 1.702 -2.907
C -0.150 2.995 -2.550
H -1.337 1.244 -2.016
H -1.709 1.664 -3.606
H -0.173 0.855 -3.186
H 0.853 3.088 -2.977
H 0.031 3.195 -1.511
H -0.799 3.785 -2.919
```

As for the gap between HOMO and LUMO: 11.240 eV. Its highest occupied orbital energy is -10.33 eV. Its structure (SMILES) is CCO.CC. The net charge is 0.

Record 8
Entry from OMol25: a structure of composition C27H19Br2FeN6 at a distorted geometry (the ωB97M-V functional and the def2-TZVPD basis).

Geometry as XYZ:
```
55
C27H19Br2FeN6 (the ωB97M-V functional and the def2-TZVPD basis)
Fe -0.086 -0.532 -0.229
C 2.849 4.062 0.244
C 1.556 3.704 -0.104
C 1.116 2.410 0.104
C 1.943 1.435 0.687
C 3.266 1.802 0.981
C 3.701 3.097 0.762
N 1.426 0.149 0.851
C 1.921 -0.790 1.721
C 2.674 -0.552 2.880
C 3.178 -1.613 3.608
C 2.939 -2.939 3.230
C 2.159 -3.214 2.133
C 1.622 -2.153 1.401
N 0.813 -2.265 0.300
N 0.946 -3.233 -0.489
C 0.369 -3.033 -1.722
C 0.438 -4.041 -2.684
C 0.022 -3.769 -3.970
C -0.477 -2.506 -4.278
C -0.541 -1.567 -3.268
N -0.132 -1.807 -2.023
H 3.199 5.074 0.091
H 0.894 4.441 -0.542
H 0.108 2.123 -0.190
H 3.963 1.056 1.335
H 4.729 3.355 0.982
H 2.848 0.466 3.198
H 3.773 -1.407 4.488
H 3.348 -3.749 3.818
H 1.925 -4.232 1.850
H 0.845 -5.000 -2.397
H 0.100 -4.522 -4.742
H -0.809 -2.259 -5.275
H -0.939 -0.576 -3.455
Br -5.731 1.158 -3.547
C -4.444 0.429 -2.377
C -4.081 -0.904 -2.482
C -3.104 -1.368 -1.618
N -2.511 -0.609 -0.701
C -2.917 0.662 -0.561
C -3.871 1.225 -1.398
C -2.319 1.391 0.587
C -2.655 2.698 0.907
C -2.077 3.273 2.028
Br -2.455 5.068 2.455
C -1.222 2.527 2.821
C -0.944 1.233 2.418
N -1.451 0.683 1.320
H -4.534 -1.556 -3.214
H -2.789 -2.404 -1.655
H -4.186 2.252 -1.299
H -3.343 3.275 0.306
H -0.782 2.943 3.716
H -0.271 0.611 2.997
```

Its spin multiplicity is 5. As for the gap between HOMO and LUMO (alpha / beta): 5.436 / 5.412 eV. Its highest occupied orbital energy (alpha / beta) is -9.69 / -9.81 eV. The net charge is +1.

Record 9
Entry from OMol25: an isolated molecule of C18H16B2N2O6 at a distorted geometry (the ωB97M-V functional and the def2-TZVPD basis).

Geometry as XYZ:
```
44
C18H16B2N2O6 (the ωB97M-V functional and the def2-TZVPD basis)
O -2.236 0.120 -1.743
C -2.099 -0.643 -0.824
C -0.843 -1.371 -0.599
C 0.289 -0.864 -1.066
C 1.636 -1.371 -0.704
O 1.841 -2.442 -0.169
N 2.682 -0.467 -0.942
C 4.010 -0.495 -0.554
C 4.854 0.565 -0.882
C 6.199 0.511 -0.558
C 6.744 -0.633 -0.003
C 5.890 -1.673 0.352
C 4.547 -1.560 0.197
B 6.913 -2.714 0.912
O 6.724 -4.087 0.960
O 8.182 -2.138 1.152
C 8.147 -0.892 0.513
N -3.109 -0.774 0.180
C -4.281 0.014 0.324
C -5.087 -0.197 1.463
C -6.096 0.693 1.777
C -6.410 1.707 0.910
C -5.650 1.879 -0.250
C -4.595 1.045 -0.572
B -6.443 3.124 -0.848
O -6.216 3.546 -2.128
O -7.343 3.723 0.035
C -7.425 2.813 1.107
H -0.790 -2.260 0.045
H 0.206 0.061 -1.580
H 2.426 0.390 -1.433
H 4.436 1.405 -1.420
H 6.846 1.344 -0.757
H 3.877 -2.335 0.509
H 5.811 -4.419 0.819
H 8.871 -0.951 -0.300
H 8.502 -0.107 1.221
H -2.865 -1.356 0.970
H -4.923 -1.077 2.082
H -6.700 0.623 2.651
H -4.086 1.113 -1.525
H -6.751 4.312 -2.450
H -7.229 3.386 2.002
H -8.458 2.449 1.124
```

As for the gap between HOMO and LUMO: 7.963 eV. Its highest occupied orbital energy is -8.55 eV. Its structure (SMILES) is O=C(/C=C/C(=O)Nc1ccc2c(c1)B(O)OC2)Nc1ccc2c(c1)B(O)OC2. The net charge is 0.

Record 10
Entry from OMol25: a structure of composition C16H40F2K2NO12S2 at a distorted geometry (the ωB97M-V functional and the def2-TZVPD basis).

Geometry as XYZ:
```
75
C16H40F2K2NO12S2 (the ωB97M-V functional and the def2-TZVPD basis)
K -1.756 3.201 0.475
K 0.475 3.793 -1.119
N 0.024 2.648 0.344
S -0.210 1.008 0.051
O -0.437 0.137 1.208
O 0.422 0.401 -1.119
F -1.830 1.158 -0.498
S 1.130 2.388 1.273
O 2.343 1.891 0.728
O 0.849 2.177 2.687
F 1.467 3.981 1.182
C 0.525 0.397 -3.038
O 1.512 -0.410 -3.631
C 0.844 -1.357 -4.509
C 1.796 -2.519 -4.767
O 1.543 -3.716 -4.022
C 1.740 -3.540 -2.574
H 1.046 0.956 -2.261
H -0.260 -0.103 -2.471
H 0.050 1.019 -3.798
H 0.534 -0.936 -5.465
H -0.052 -1.882 -4.176
H 2.809 -2.172 -4.569
H 1.828 -2.786 -5.824
H 0.773 -3.211 -2.194
H 2.440 -2.748 -2.309
H 2.064 -4.528 -2.245
C 5.388 -1.106 -3.392
O 4.822 -0.473 -2.340
C 3.421 -0.020 -2.492
C 2.703 0.303 -1.142
O 2.537 -0.831 -0.293
C 1.318 -1.085 0.295
H 6.390 -1.481 -3.179
H 5.472 -0.348 -4.170
H 4.799 -1.975 -3.685
H 2.848 -0.832 -2.941
H 3.443 0.795 -3.215
H 1.781 0.873 -1.258
H 3.435 0.964 -0.678
H 1.593 -1.801 1.069
H 0.614 -1.531 -0.407
H 0.935 -0.293 0.937
C 0.869 -0.469 4.182
O -0.198 -1.311 3.961
C -0.839 -1.153 2.670
C -2.159 -1.915 2.600
O -3.335 -1.241 3.113
C -3.388 -0.893 4.534
H 1.599 -0.639 3.391
H 1.409 -0.761 5.083
H 0.488 0.551 4.219
H -0.132 -1.424 1.886
H -1.013 -0.090 2.504
H -2.080 -2.812 3.215
H -2.439 -2.138 1.571
H -4.427 -0.610 4.700
H -2.765 -0.044 4.816
H -3.160 -1.628 5.306
C -1.733 2.276 3.740
O -2.171 2.402 2.455
C -2.977 1.196 2.113
C -3.987 1.649 0.982
O -3.325 1.909 -0.221
C -4.185 2.302 -1.333
H -1.172 3.208 3.818
H -1.023 1.462 3.882
H -2.556 2.252 4.454
H -3.580 0.734 2.895
H -2.318 0.407 1.752
H -4.512 2.557 1.279
H -4.710 0.857 0.788
H -5.088 2.818 -1.006
H -4.711 1.421 -1.699
H -3.549 2.725 -2.111
```

As for the gap between HOMO and LUMO: 6.241 eV. Its highest occupied orbital energy is -10.60 eV. The net charge is +1.

Record 11
Entry from OMol25: a structure of composition C29H36BN7O2PS2Ti at a distorted geometry (the ωB97M-V functional and the def2-TZVPD basis).

Geometry as XYZ:
```
79
C29H36BN7O2PS2Ti (the ωB97M-V functional and the def2-TZVPD basis)
Ti 0.255 -0.308 0.222
C 1.636 0.818 5.436
N 0.974 0.143 4.339
C 0.044 -0.848 4.444
C -0.312 -1.198 3.175
N 0.381 -0.426 2.284
C 1.164 0.379 3.008
P 2.162 1.717 2.315
C 0.867 2.472 1.285
N -0.026 1.778 0.570
C -1.029 2.655 0.253
C -0.745 3.881 0.778
N 0.446 3.764 1.432
C 1.128 4.818 2.154
C 2.986 0.744 0.999
N 2.344 0.016 0.092
C 3.300 -0.585 -0.677
C 4.532 -0.208 -0.231
N 4.326 0.633 0.830
C 5.363 1.258 1.629
H 1.276 0.395 6.370
H 2.715 0.677 5.378
H 1.413 1.884 5.421
H -0.268 -1.231 5.399
H -0.996 -1.962 2.845
H -1.882 2.351 -0.329
H -1.278 4.815 0.734
H 0.771 5.780 1.794
H 0.937 4.744 3.225
H 2.200 4.752 1.979
H 3.039 -1.267 -1.468
H 5.522 -0.466 -0.561
H 6.325 0.873 1.303
H 5.347 2.339 1.498
H 5.224 1.016 2.681
O 0.144 -0.161 -1.885
S 0.409 -0.164 -3.361
C -1.262 -0.218 -4.131
C -2.375 0.032 -3.120
C -2.843 -1.250 -2.431
C -3.949 -0.987 -1.408
S -3.330 -0.757 0.310
O -1.850 -0.537 0.152
C -3.498 -2.422 0.922
C -4.548 -2.687 1.788
C -4.704 -3.978 2.273
C -3.806 -4.970 1.907
C -2.749 -4.690 1.049
C -2.594 -3.410 0.544
C 0.870 1.514 -3.782
C 0.920 2.484 -2.799
C 1.318 3.768 -3.145
C 1.666 4.064 -4.453
C 1.626 3.075 -5.428
C 1.234 1.789 -5.094
H -1.348 -1.206 -4.585
H -1.252 0.527 -4.926
H -3.218 0.479 -3.653
H -2.042 0.761 -2.376
H -1.997 -1.750 -1.955
H -3.234 -1.936 -3.186
H -4.658 -1.811 -1.343
H -4.506 -0.081 -1.650
H -5.228 -1.899 2.085
H -5.517 -4.203 2.949
H -3.924 -5.970 2.301
H -2.036 -5.453 0.770
H -1.764 -3.179 -0.110
H 0.655 2.233 -1.783
H 1.356 4.539 -2.386
H 1.977 5.066 -4.717
H 1.909 3.304 -6.446
H 1.221 1.010 -5.847
B 0.447 -5.060 -0.337
C 0.562 -3.508 -0.135
N 0.548 -2.354 -0.030
H -0.526 -5.220 -1.045
H 1.459 -5.436 -0.871
H 0.297 -5.550 0.757
```

Its spin multiplicity is 3. As for the gap between HOMO and LUMO (alpha / beta): 5.521 / 8.875 eV. Its highest occupied orbital energy (alpha / beta) is -7.59 / -11.08 eV. The net charge is +1.

no.,energy (eV)
1,-41252.906
2,-9334.028
3,-31115.581
4,-11282.085
5,-41949.834
6,-40735.873
7,-6389.053
8,-211714.777
9,-35548.901
10,-103020.112
11,-99930.377